Record 1
# C7H6ClNO2

One molecule with the formula C7H6ClNO2 (ωB97M-V with the def2-TZVPD basis set, the OMol25 dataset).

Last column: natural (NBO) charge in e.
Cartesian coordinates (Å):
C 0.980 -0.569 2.360  -0.64
C 0.236 -0.128 1.289  -0.12
C 0.507 -0.470 -0.060  -0.08
C -0.202 -0.014 -1.171  -0.25
C -1.279 0.836 -0.976  0.05
C -0.838 0.757 1.301  0.23
C 0.205 -0.538 -2.502  0.76
H 1.783 -1.271 2.301  0.25
H 1.564 0.175 2.849  0.25
H 0.098 -1.001 3.119  0.24
H 1.293 -1.326 -0.325  0.26
H -1.926 1.187 -1.741  0.20
H -0.095 1.195 -3.291  0.49
N -1.569 1.286 0.196  -0.40
O 0.030 0.210 -3.564  -0.64
O 0.620 -1.702 -2.666  -0.58
Cl -1.407 1.373 2.882  -0.01

Properties
F_max = 0.128 Eh/bohr
Charge = 0
Energy above the lowest of the compared OMol25 structures with the same formula, charge and spin = 42.77 kcal per mole
HOMO = -9.76 eV
E = -25462.6471 eV
LUMO energy = -0.0050 Eh

***

Record 2
# C36H31N9OSSeV

C36H31N9OSSeV as an isolated structure (ωB97M-V with the def2-TZVPD basis set, the OMol25 dataset).

Last column: Mulliken charge in e.
Cartesian coordinates (Å):
V 0.670 -0.532 0.246  -0.39
C 1.608 -3.461 -2.688  -0.95
C 0.556 -3.235 -3.579  -0.47
C -0.595 -2.652 -3.105  -0.90
C -0.653 -2.210 -1.764  0.51
N 0.451 -2.262 -0.973  0.19
C 1.497 -2.972 -1.404  -0.15
N -1.843 -1.905 -1.231  -0.36
C -2.028 -1.440 -0.047  -0.63
N -1.048 -0.790 0.699  0.45
C -1.695 -0.274 1.829  0.06
N -1.241 0.648 2.591  -0.38
C -0.038 1.243 2.531  0.33
C 0.135 2.427 3.272  -0.60
C 1.369 3.033 3.327  -0.57
C 2.436 2.426 2.665  -1.19
C 2.186 1.297 1.915  -0.53
N 0.980 0.728 1.802  1.07
C -3.049 -0.795 1.899  -0.04
C -4.041 -0.711 2.863  -0.36
C -5.265 -1.314 2.579  -0.68
C -5.490 -1.972 1.374  -0.68
C -4.499 -2.059 0.400  -0.33
C -3.277 -1.473 0.683  0.53
H 2.476 -4.029 -2.984  0.53
H 0.628 -3.584 -4.598  0.55
H -1.490 -2.579 -3.703  0.59
H 2.271 -3.191 -0.675  0.64
H -0.725 2.825 3.786  0.63
H 1.515 3.939 3.895  0.52
H 3.437 2.823 2.721  0.57
H 3.004 0.817 1.387  0.70
H -3.865 -0.223 3.807  0.56
H -6.052 -1.280 3.319  0.46
H -6.442 -2.446 1.199  0.47
H -4.665 -2.567 -0.537  0.56
C 4.794 -1.598 3.825  -0.87
C 4.743 -2.646 2.710  -0.81
N 4.815 -2.025 1.404  0.37
C 6.138 -1.865 0.823  -0.50
C 6.545 -3.090 0.012  -1.16
C 3.755 -1.616 0.747  0.28
S 2.157 -1.859 1.510  -0.27
N 3.941 -1.138 -0.484  0.05
C 3.054 -0.550 -1.246  -0.93
O 1.914 -0.228 -0.726  1.42
C 3.302 -0.249 -2.631  1.15
C 4.554 -0.476 -3.224  -0.67
C 4.743 -0.158 -4.552  -0.79
C 3.698 0.374 -5.303  -0.61
C 2.450 0.594 -4.722  -1.26
C 2.248 0.292 -3.394  0.25
H 4.679 -2.100 4.781  0.42
H 3.982 -0.878 3.719  0.15
H 5.746 -1.073 3.836  0.35
H 3.819 -3.224 2.793  0.49
H 5.596 -3.321 2.802  0.45
H 6.842 -1.726 1.642  0.43
H 6.145 -0.981 0.183  0.37
H 6.472 -4.002 0.599  0.38
H 7.578 -2.971 -0.304  0.40
H 5.924 -3.191 -0.874  0.26
H 5.359 -0.874 -2.626  0.49
H 5.710 -0.312 -5.002  0.51
H 3.858 0.634 -6.339  0.48
H 1.641 1.008 -5.305  0.52
H 1.278 0.465 -2.933  0.32
Se -1.891 1.862 -0.527  0.42
N -0.124 1.531 -0.568  0.14
C 0.529 2.705 -0.579  0.86
C 1.915 2.916 -0.672  0.16
C 2.398 4.201 -0.640  -1.02
C 1.540 5.315 -0.539  -0.78
C 0.180 5.160 -0.505  -0.76
C -0.349 3.853 -0.515  0.35
N -1.641 3.552 -0.479  -0.72
H 2.589 2.082 -0.793  0.49
H 3.463 4.368 -0.718  0.53
H 1.971 6.303 -0.521  0.47
H -0.500 5.997 -0.483  0.53

Properties
F_max = 0.074 Eh/bohr
Charge = +3
Energy above the lowest of the compared OMol25 structures with the same formula, charge and spin = 39.83 kcal per mole
HOMO (alpha / beta) = -16.45 / -16.45 eV
E = -155137.2518 eV
LUMO energy (alpha / beta) = -0.4123 / -0.4124 Eh

***

Record 3
# C20H21N3O4S

One molecule with the formula C20H21N3O4S (ωB97M-V with the def2-TZVPD basis set, the OMol25 dataset).

Last column: natural (NBO) charge in e.
Cartesian coordinates (Å):
C -6.259 -2.895 -0.693  -0.25
H -7.305 -3.189 -0.751  0.20
O -6.264 -1.548 -0.284  -0.49
C -5.078 -0.907 -0.126  0.32
C -3.825 -1.480 -0.335  -0.33
C -2.682 -0.731 -0.141  -0.09
C -2.761 0.600 0.263  -0.17
C -4.019 1.172 0.470  -0.15
C -5.159 0.429 0.279  -0.26
H -6.137 0.856 0.435  0.23
H -4.088 2.203 0.782  0.23
C -1.558 1.372 0.459  0.51
N -0.332 0.944 0.325  -0.52
C 0.474 2.018 0.602  0.04
C -0.327 3.091 0.887  0.30
O -1.615 2.673 0.806  -0.40
C -0.023 4.502 1.225  -0.68
H 0.518 4.563 2.169  0.23
H -0.950 5.063 1.308  0.23
H 0.595 4.935 0.441  0.27
C 1.939 1.955 0.507  -0.65
H 2.331 0.948 0.651  0.29
H 2.402 2.654 1.202  0.24
S 2.516 2.533 -1.183  1.28
O 1.774 3.773 -1.428  -0.99
C 1.620 1.253 -2.199  -0.69
C 2.139 -0.135 -1.913  0.66
O 3.143 -0.580 -2.437  -0.62
N 1.376 -0.836 -1.048  -0.64
H 0.671 -0.340 -0.498  0.45
C 1.844 -2.118 -0.575  -0.25
C 3.140 -2.004 0.194  0.23
N 3.335 -0.882 0.872  -0.46
C 4.463 -0.732 1.546  0.05
C 5.456 -1.695 1.593  -0.27
C 5.252 -2.873 0.890  -0.16
C 4.077 -3.032 0.178  -0.24
H 3.889 -3.929 -0.391  0.22
H 6.003 -3.650 0.890  0.22
H 6.361 -1.527 2.154  0.22
H 4.567 0.208 2.072  0.19
H 2.005 -2.777 -1.434  0.22
H 1.072 -2.550 0.066  0.22
H 0.557 1.361 -2.000  0.24
H 1.844 1.530 -3.228  0.26
H -1.712 -1.172 -0.305  0.21
H -3.731 -2.507 -0.650  0.22
H -5.795 -3.014 -1.677  0.18
H -5.744 -3.533 0.032  0.18

Properties
F_max = 0.028 Eh/bohr
Charge = 0
Energy above the lowest of the compared OMol25 structures with the same formula, charge and spin = 55.63 kcal per mole
HOMO = -7.93 eV
E = -44576.3047 eV
LUMO energy = 0.0224 Eh

***

Record 4
# C2H12N4

A 2-piece molecular cluster, C2H12N4 overall (ωB97M-V with the def2-TZVPD basis set, the OMol25 dataset).

Last column: natural (NBO) charge in e.
Cartesian coordinates (Å):
N 1.131 0.798 -1.043  -0.87
C 1.933 -0.031 -0.145  -0.07
N 2.102 0.380 1.278  -0.77
H 1.280 1.848 -0.856  0.39
H 1.349 0.639 -2.024  0.39
H 1.530 -1.040 -0.161  0.17
H 2.930 -0.007 -0.587  0.20
H 1.163 0.669 1.667  0.34
H 2.557 1.258 1.199  0.35
N -1.672 -0.055 1.223  -0.70
C -1.783 -0.981 0.084  -0.14
N -1.787 -0.311 -1.155  -0.36
H -2.453 0.587 1.141  0.38
H -0.864 0.546 0.917  0.35
H -1.012 -1.752 0.058  0.26
H -2.777 -1.436 0.196  0.24
H -0.844 0.022 -1.412  0.42
H -2.179 -0.940 -1.890  0.41

Properties
F_max = 0.057 Eh/bohr
Charge = +1
Energy above the lowest of the compared OMol25 structures with the same formula, charge and spin = 22.15 kcal per mole
HOMO (alpha / beta) = -14.06 / -13.94 eV
2S+1 = 2
E = -8219.3222 eV
<S²> = 0.7556
LUMO energy (alpha / beta) = -0.1180 / -0.3265 Eh